No. 1
C35H57BiBrN3O3Si2 | ωB97M-V/def2-TZVPD

ORCA input file:
```
! wB97M-V def2-TZVPD RIJCOSX def2/J DEFGRID3
* xyz 0 1
Bi 0.382 -0.299 0.174
N 0.544 0.518 3.113
C 1.581 1.529 2.874
C 1.208 2.415 1.689
O 1.243 3.627 1.844
N 0.814 1.810 0.523
C -0.077 2.589 -0.342
C -1.489 1.971 -0.342
O -2.427 2.601 -0.790
O -1.566 0.754 0.156
H -0.356 0.963 3.255
H 0.746 -0.025 3.940
H 2.531 1.026 2.681
H 1.736 2.211 3.706
H 0.286 2.618 -1.373
H -0.150 3.610 0.015
C 0.102 -0.318 -2.082
Si 1.268 -1.586 -2.767
C 2.839 -1.497 -1.684
N 2.830 -0.313 -0.793
C 3.779 -0.432 0.338
C 5.244 -0.396 -0.086
C 5.534 0.896 -0.852
C 4.561 1.049 -2.021
C 3.114 0.939 -1.542
C 0.627 -3.344 -2.571
C 0.576 -3.970 -1.320
C 0.120 -5.273 -1.180
C -0.295 -5.985 -2.298
C -0.261 -5.383 -3.550
C 0.195 -4.076 -3.682
C 1.693 -1.361 -4.572
C 0.903 -0.558 -5.399
C 1.130 -0.500 -6.770
C 2.155 -1.249 -7.334
C 2.959 -2.046 -6.525
C 2.726 -2.101 -5.158
H -0.950 -0.608 -2.203
H 0.230 0.689 -2.495
H 3.742 -1.526 -2.303
H 2.875 -2.398 -1.059
H 3.549 -1.347 0.888
H 3.591 0.418 1.001
H 5.469 -1.261 -0.718
H 5.872 -0.474 0.803
H 6.564 0.898 -1.212
H 5.427 1.751 -0.175
H 4.772 0.289 -2.780
H 4.688 2.020 -2.506
H 2.431 0.996 -2.393
H 2.886 1.773 -0.875
H 0.895 -3.435 -0.427
H 0.092 -5.737 -0.199
H -0.644 -7.005 -2.193
H -0.593 -5.930 -4.426
H 0.225 -3.622 -4.670
H 0.096 0.028 -4.965
H 0.507 0.125 -7.397
H 2.326 -1.215 -8.402
H 3.761 -2.628 -6.963
H 3.355 -2.738 -4.537
C -4.511 -0.372 -3.514
C -4.527 -1.902 -3.369
C -5.624 -2.466 -4.292
C -3.162 -2.406 -3.857
Si -4.860 -2.424 -1.555
Br -2.885 -2.137 -0.464
C -5.254 -4.295 -1.352
C -4.325 -5.132 -2.244
C -5.031 -4.786 0.091
C -6.717 -4.590 -1.732
C -6.067 -1.262 -0.647
C -5.449 0.133 -0.434
C -6.403 -1.832 0.741
C -7.377 -1.119 -1.443
H -4.237 -0.121 -4.546
H -3.775 0.094 -2.851
H -5.485 0.079 -3.317
H -5.465 -2.091 -5.311
H -6.628 -2.160 -3.981
H -5.605 -3.557 -4.339
H -3.035 -2.123 -4.912
H -3.054 -3.488 -3.787
H -2.343 -1.958 -3.291
H -3.272 -4.939 -2.020
H -4.489 -4.958 -3.309
H -4.518 -6.196 -2.052
H -4.001 -4.631 0.418
H -5.234 -5.864 0.124
H -5.692 -4.305 0.812
H -6.960 -4.277 -2.752
H -7.420 -4.102 -1.052
H -6.896 -5.671 -1.666
H -4.468 0.094 0.048
H -6.114 0.712 0.219
H -5.341 0.693 -1.361
H -5.503 -2.012 1.337
H -6.974 -2.761 0.678
H -7.021 -1.104 1.282
H -7.216 -0.668 -2.425
H -8.063 -0.465 -0.891
H -7.882 -2.078 -1.591
*
```

Summary:
orbital gap = 8.98 eV
HOMO level = -8.61 eV

Here are the Mulliken charges for atoms 1 to 8, given in e: number 1, Bi, carries 1.136; number 2, N, carries -0.516; number 3, C, carries -0.856; number 4, C, carries 0.706; number 5, O, carries -0.682; number 6, N, carries -0.035; number 7, C, carries -0.995; number 8, C, carries 0.718


No. 2
C4H5ClOS | ωB97M-V/def2-TZVPD

ORCA input file:
```
! wB97M-V def2-TZVPD RIJCOSX def2/J DEFGRID3
* xyz 0 1
S 2.759 -1.187 0.143
C 1.727 -0.106 -0.479
C 0.302 -0.051 -0.681
O -0.261 1.306 -0.421
C -1.081 0.807 0.597
C -0.637 -0.630 0.391
Cl -1.898 -1.706 -0.244
H 2.194 0.750 -0.915
H -0.015 -0.316 -1.658
H -2.155 0.944 0.391
H -0.858 1.287 1.642
H -0.079 -1.098 1.234
*
```

Summary:
orbital gap = 8.49 eV
HOMO level = -9.25 eV
energy above the lowest of the compared OMol25 structures with the same formula, charge and spin = 38.7 kcal/mol
structure (SMILES) = S=C[C@@H]1OC[C@H]1Cl

Here are the natural (NBO) charges for atoms 1 to 8, given in e: number 1, S, carries 0.097; number 2, C, carries -0.268; number 3, C, carries -0.016; number 4, O, carries -0.513; number 5, C, carries -0.071; number 6, C, carries -0.242; number 7, Cl, carries -0.036; number 8, H, carries 0.205


No. 3
C22H49F4N4O10 | ωB97M-V/def2-TZVPD

ORCA input file:
```
! wB97M-V def2-TZVPD RIJCOSX def2/J DEFGRID3
* xyz 1 1
O 1.911 -0.251 2.279
C 2.852 -1.081 1.597
C 2.107 -2.324 0.917
N 0.684 -2.309 1.255
N 0.312 -3.193 2.192
C -1.038 -3.086 2.466
N -1.468 -2.075 1.645
C -0.428 -1.578 0.850
N -0.432 -0.642 -0.074
C -1.747 0.050 -0.302
C -2.244 0.842 0.952
F -2.101 2.238 0.811
C 0.677 -0.196 -0.904
O 1.389 0.937 -0.334
C 2.179 1.408 -1.411
C 1.681 2.401 -2.370
C 2.503 2.845 -3.507
C 3.850 2.311 -3.750
C 4.354 1.334 -2.775
C 3.533 0.890 -1.644
C 3.915 -1.517 2.658
F 4.708 -0.420 2.894
F 3.315 -1.800 3.850
F 4.726 -2.532 2.250
H 2.230 0.652 2.102
H 3.324 -0.481 0.787
H 2.551 -3.228 1.415
H 2.346 -2.434 -0.162
H 0.889 -3.861 2.692
H -1.630 -3.683 3.181
H -2.512 -0.726 -0.566
H -1.709 0.769 -1.166
H -1.732 0.541 1.901
H -3.333 0.608 1.093
H 0.224 0.194 -1.855
H 1.395 -0.990 -1.215
H 0.662 2.842 -2.273
H 2.130 3.580 -4.257
H 4.479 2.608 -4.619
H 5.365 0.894 -2.914
H 3.969 0.126 -0.965
C -5.150 -2.755 -1.173
O -4.017 -2.284 -0.439
H -5.580 -1.924 -1.725
H -4.839 -3.531 -1.876
H -5.898 -3.154 -0.484
H -3.654 -3.034 0.041
C -4.096 2.622 -2.105
O -3.247 1.603 -2.633
H -3.607 3.078 -1.245
H -4.273 3.385 -2.867
H -5.044 2.182 -1.791
H -3.702 1.219 -3.389
C 6.429 0.717 6.184
O 7.294 -0.268 5.633
H 6.918 1.166 7.046
H 6.226 1.492 5.440
H 5.492 0.252 6.503
H 6.844 -0.652 4.874
C -6.981 -1.155 -4.760
O -7.111 -1.961 -3.594
H -6.074 -0.559 -4.671
H -6.909 -1.789 -5.647
H -7.841 -0.488 -4.850
H -7.916 -2.477 -3.693
C -7.133 1.477 -0.015
O -7.537 1.600 -1.376
H -6.076 1.214 0.016
H -7.285 2.429 0.501
H -7.715 0.693 0.472
H -8.470 1.832 -1.373
C -6.058 0.892 3.655
O -7.348 0.613 3.125
H -5.502 1.479 2.926
H -6.150 1.464 4.582
H -5.523 -0.042 3.849
H -7.821 0.095 3.783
C 7.535 -3.110 -0.491
O 7.114 -4.093 0.447
H 8.447 -3.458 -0.972
H 6.762 -2.962 -1.251
H 7.737 -2.165 0.022
H 6.308 -3.766 0.860
C 6.715 4.372 -1.789
O 7.060 2.991 -1.742
H 5.740 4.470 -2.264
H 6.665 4.779 -0.776
H 7.457 4.923 -2.373
H 7.922 2.926 -1.320
*
```

Summary:
orbital gap = 8.57 eV
HOMO level = -11.55 eV

Here are the Mulliken charges for atoms 1 to 8, given in e: number 1, O, carries -0.607; number 2, C, carries 0.739; number 3, C, carries -1.211; number 4, N, carries 0.662; number 5, N, carries -0.489; number 6, C, carries -0.062; number 7, N, carries -0.466; number 8, C, carries 0.648


no.,energy (Ha)
1,-5125.5998
2,-1088.9571
3,-2238.0789